(1)
Below is C3H8N4O as an isolated structure in a non-equilibrium geometry, with properties calculated with ωB97M-V/def2-TZVPD.

Atoms and positions in Å:
C -1.0091 1.4888 1.4939
C -0.5407 0.9385 0.2447
C 0.8418 -0.7359 0.0457
H -1.0098 2.9536 1.8787
H -0.2992 0.7745 2.2756
H -2.2182 1.1796 1.7610
H 1.2139 1.1278 1.1205
H 2.2714 -1.9930 0.5474
H 2.9383 -0.4017 -0.1896
H -2.0314 -0.5240 -2.2719
H -0.2090 -0.2248 -2.4059
N 0.7429 0.7122 -0.0347
N 2.1471 -1.0734 0.1889
N -1.3168 0.5816 -0.7155
N -1.0632 -0.3552 -1.5955
O 0.0027 -1.5121 0.2095

Values from the calculation:
**F_max**: 7.7 eV/Å
**LUMO level**: 0.0194 Eh
**Charge**: 0
**Energy relative to the best compared isomer or geometry (same formula, charge and spin)**: 7.904 eV
**Total energy**: -413.12559 Ha


(2)
Below is a 10-piece molecular cluster, C16H52O10 overall in a non-equilibrium geometry, with properties calculated with ωB97M-V/def2-TZVPD.

Atoms and positions in Å:
C 2.6475 4.5529 -2.8056
C 1.6344 3.4035 -2.5699
O 2.2694 2.1823 -2.1402
H 3.3720 4.3323 -3.5895
H 3.3121 4.7496 -1.9643
H 2.0736 5.4471 -3.0489
H 1.0251 3.3303 -3.4708
H 0.9536 3.7352 -1.7859
H 1.6356 1.5826 -1.7400
C -2.1146 -1.7791 3.3699
C -3.2430 -2.1308 2.4263
O -2.9689 -1.4745 1.2171
H -1.0944 -1.9399 3.0212
H -2.2534 -2.3974 4.2567
H -2.2066 -0.7394 3.6841
H -4.0248 -1.5614 2.9289
H -3.5488 -3.1754 2.3667
H -2.4963 -2.0522 0.6135
C -5.6908 0.3086 1.1615
C -6.7182 -0.7749 0.6914
O -7.9372 -0.4344 1.3697
H -5.1195 0.1571 2.0774
H -6.0055 1.3522 1.1604
H -4.8484 0.3456 0.4708
H -6.4255 -1.7778 1.0024
H -7.0351 -0.7320 -0.3506
H -8.4723 -1.2293 1.4285
C 0.6138 -0.2764 5.9097
C 1.1105 -1.7500 6.2922
O 1.4775 -2.3845 5.1219
H -0.0348 0.2227 6.6297
H 0.0400 -0.4061 4.9921
H 1.3552 0.3845 5.4607
H 0.3664 -2.2616 6.9025
H 2.0043 -1.5510 6.8835
H 1.4024 -3.3249 5.2993
C -3.0036 3.1576 -0.5826
C -2.6443 2.0396 -1.5160
O -1.7892 2.4956 -2.5787
H -2.0860 3.6828 -0.3174
H -3.5365 2.8659 0.3224
H -3.7102 3.8022 -1.1054
H -3.4616 1.4298 -1.9009
H -2.0475 1.3891 -0.8766
H -1.1009 1.8327 -2.6699
C 0.6718 -3.4645 -3.0152
C -0.3388 -3.1066 -1.9953
O 0.2708 -2.4402 -0.9607
H 0.4011 -4.1012 -3.8575
H 1.4150 -4.0895 -2.5200
H 1.3093 -2.6348 -3.3205
H -0.8169 -3.9915 -1.5752
H -1.1190 -2.5073 -2.4646
H 0.9476 -3.0405 -0.6395
C 4.5499 2.2150 0.2427
O 4.9107 2.4351 -1.1059
H 3.9317 1.3181 0.2810
H 5.4949 2.1503 0.7820
H 3.9927 3.0289 0.7068
H 4.1107 2.6178 -1.6042
C 3.7722 0.1277 -4.7643
O 5.1516 0.5105 -4.7730
H 3.5840 -0.5349 -3.9195
H 3.1215 1.0008 -4.8132
H 3.6924 -0.3429 -5.7442
H 5.3273 1.0200 -3.9786
C 3.6802 -1.6678 -0.7727
O 3.4380 -3.0601 -0.5877
H 3.0049 -1.2591 -0.0210
H 4.7156 -1.6442 -0.4329
H 3.5399 -1.2864 -1.7841
H 3.5556 -3.1823 0.3572
C 0.2294 0.4192 0.2809
O 0.7958 0.2317 -0.9799
H -0.6847 -0.1270 0.5136
H 0.8603 0.0172 1.0736
H 0.0490 1.4600 0.5501
H 0.7600 -0.7008 -1.2051

Values from the calculation:
**F_max**: 3.8 eV/Å
**LUMO level**: 0.0039 Eh
**Charge**: 0
**SMILES**: CCO.CCO.CCO.CCO.CCO.CCO.CO.CO.CO.CO
**Energy relative to the best compared isomer or geometry (same formula, charge and spin)**: 5.495 eV
**Total energy**: -1392.99007 Ha